Formula: C14H44O14
Source: the OMol25 dataset
Level of theory: ωB97M-V/def2-TZVPD

Values from the calculation:
LUMO level ... 0.40 eV
SMILES string ... OCCO.OCCO.OCCO.OCCO.OCCO.OCCO.CO.CO
Maximum force ... 3.32 eV/Å

Last column: Mulliken charge in e.
Geometry (Å):
O 8.794 6.283 7.685  -0.526
C 8.067 5.567 8.727  -0.393
C 7.884 6.333 10.007  -0.237
O 9.039 6.293 10.805  -0.571
H 9.659 6.512 8.043  0.296
H 7.088 5.442 8.288  0.375
H 8.533 4.642 9.119  0.232
H 7.024 5.891 10.494  0.439
H 7.651 7.372 9.793  0.072
H 9.637 7.016 10.545  0.211
O 11.949 12.370 7.318  -0.509
C 10.818 13.295 7.240  -0.154
C 10.945 14.465 8.173  -0.389
O 12.308 15.107 8.097  -0.515
H 12.697 13.058 7.309  0.330
H 10.765 13.761 6.261  0.365
H 9.874 12.744 7.441  0.084
H 10.980 14.236 9.221  0.106
H 10.188 15.252 7.974  0.492
H 12.314 15.887 7.530  0.261
O 14.843 13.791 12.036  -0.562
C 13.810 13.938 11.006  -0.446
C 12.979 12.664 10.682  0.519
O 12.244 12.211 11.847  -0.658
H 14.442 13.230 12.699  0.333
H 13.112 14.766 11.220  0.295
H 14.304 14.261 10.111  0.343
H 13.638 11.850 10.361  0.140
H 12.286 12.939 9.918  -0.476
H 11.527 12.848 12.056  0.355
O 13.090 9.185 11.144  -0.426
C 14.275 8.815 10.465  0.141
C 15.368 9.148 11.498  -0.545
O 15.333 8.264 12.643  -0.578
H 12.319 8.813 10.720  0.173
H 14.203 7.721 10.266  0.341
H 14.351 9.295 9.504  -0.059
H 15.276 10.199 11.741  0.178
H 16.340 9.017 11.061  0.404
H 14.483 8.271 13.133  0.330
O 9.931 10.912 11.495  -0.103
C 9.531 9.818 12.360  -0.023
C 8.131 10.156 12.943  -0.283
O 8.111 11.199 13.851  -0.581
H 10.916 11.071 11.565  0.266
H 9.482 8.885 11.752  -0.189
H 10.266 9.668 13.112  0.459
H 7.763 9.190 13.358  0.389
H 7.509 10.275 12.047  -0.057
H 8.705 11.811 13.419  0.329
O 8.364 11.788 8.993  -0.246
C 7.024 11.760 9.428  -0.153
C 6.420 13.143 9.908  -0.638
O 7.136 13.691 11.016  -0.496
H 8.910 11.638 9.759  0.072
H 6.420 11.500 8.566  0.358
H 6.958 10.987 10.229  0.055
H 5.362 12.934 10.095  0.374
H 6.464 13.907 9.132  0.295
H 6.879 13.214 11.789  0.292
C 13.427 8.339 6.730  -0.470
O 12.806 7.184 7.299  -0.503
H 14.103 7.980 5.940  0.366
H 12.742 9.078 6.254  0.257
H 13.992 8.805 7.524  0.062
H 12.444 6.647 6.611  0.278
C 10.614 9.249 8.408  -0.688
O 11.063 8.058 9.171  -0.374
H 9.666 9.509 8.784  0.179
H 11.375 10.004 8.552  0.312
H 10.421 8.984 7.361  0.404
H 11.571 7.574 8.463  0.283